The following is a DFT calculation (ωB97M-V/def2-TZVPD) of a cluster of 5 separate species, CH11O4S in total in a non-equilibrium geometry.

```
17
CH11O4S, DFT ωB97M-V/def2-TZVPD
C -2.018 0.935 -1.258
S -2.399 0.287 0.386
H -1.239 0.304 -1.734
H -1.713 1.969 -1.236
H -2.826 0.728 -1.963
H 0.418 0.761 2.109
H -0.392 1.601 1.134
O 0.503 1.489 1.502
H -0.604 -1.450 0.599
H -0.132 -1.926 -0.810
O -0.087 -2.112 0.129
H 2.743 -0.395 -1.174
H 3.562 0.541 -1.986
O 3.315 -0.390 -1.933
H 1.910 0.443 1.010
H 1.765 -1.036 0.572
O 2.339 -0.410 1.029
```

Results
Orbital gap: 6.8 eV
ΔE to the lowest compared entry with this formula, charge and spin: 11.5 kcal/mol
E_HOMO: -3.3 eV
Total charge: -1
LUMO level: 0.1311 hartree

Mulliken atomic charges, in units of e: number 1, C, carries -0.707; number 2, S, carries -0.703; number 3, H, carries 0.114; number 4, H, carries 0.231; number 5, H, carries 0.260; number 6, H, carries 0.345; number 7, H, carries 0.219; number 8, O, carries -0.698; number 9, H, carries 0.244; number 10, H, carries 0.306; number 11, O, carries -0.668; number 12, H, carries 0.335; number 13, H, carries 0.295; number 14, O, carries -0.660; number 15, H, carries 0.412; number 16, H, carries 0.344; number 17, O, carries -0.668